## one
# C2H2O3S

A cluster of 2 separate species, C2H2O3S in total (the ωB97M-V functional and the def2-TZVPD basis, OMol25).

Computed properties:
Net charge ... 0
E_LUMO ... -1.0536 eV

Positions of all 8 atoms, in Å:
C: -1.3331 -0.5201 1.3309
C: -0.4511 -0.0284 0.2056
O: 1.3507 2.4130 3.1642
O: 2.0941 1.8849 1.0159
O: -0.1736 -0.1887 1.6587
S: 2.0452 1.4445 2.3467
H: 0.0694 -0.6860 -0.5881
H: -0.3896 1.0351 -0.0316


## two
# C2H2O3S

The molecule C2H2O3S (the ωB97M-V functional and the def2-TZVPD basis, OMol25).

Computed properties:
Net charge ... 0
E_LUMO (alpha / beta) ... -1.3051 / -1.3054 eV

Positions of all 8 atoms, in Å:
C: -0.0218 1.5999 -0.0738
C: 0.7402 -0.7088 -0.4571
O: 0.4302 1.8666 0.9440
O: -0.8867 -0.2987 1.4736
O: -1.9595 -0.4183 -0.8142
S: -0.8225 -0.4001 0.0689
H: 1.1329 -1.0340 -1.4465
H: 1.3872 -0.6066 0.3051


Computed relative energies in units of hartree: one 0.0067; two 0.0000


## one
# C2H8N2S2

A cluster of 2 separate species, C2H8N2S2 in total (the ωB97M-V functional and the def2-TZVPD basis, OMol25).

Computed properties:
Net charge ... 0
E_LUMO ... 0.5017 eV

Positions of all 14 atoms, in Å:
H: 0.4512 1.0673 -2.4712
N: 0.9620 1.8230 -2.0066
C: 0.0409 2.5101 -1.4442
N: 0.1856 3.8239 -1.0965
H: -0.9863 2.1804 -1.2425
H: 1.0997 4.2058 -0.9601
H: -0.4375 4.2074 -0.3956
C: 0.1288 -3.7325 1.3662
S: -0.1881 -2.3798 2.5579
S: -1.3731 -1.0371 1.6332
H: -0.6636 -3.9189 0.6350
H: 0.2543 -4.5955 2.0030
H: 0.9718 -3.4281 0.7480
H: -0.4457 -0.7260 0.6736


## two
# C2H8N2S2

The molecule C2H8N2S2 (the ωB97M-V functional and the def2-TZVPD basis, OMol25).

Computed properties:
Net charge ... 0
E_LUMO ... 0.7457 eV

Positions of all 14 atoms, in Å:
C: 0.6449 0.7041 1.2637
N: 0.4907 0.5287 -0.2080
N: 1.5477 -0.1182 -0.9033
C: -0.7595 -0.0045 -0.6317
S: -2.2154 0.9561 -0.0559
S: -1.0751 -1.7668 0.1657
H: 1.3122 1.5939 1.4920
H: -0.3006 1.0448 1.6327
H: 0.9467 -0.2713 1.8925
H: 1.8132 -0.9951 -0.3869
H: 2.1995 0.5403 -1.3496
H: -0.8222 0.1728 -1.6804
H: -3.1729 0.1290 -0.4952
H: -0.6091 -2.5140 -0.7357


Computed relative energies in units of hartree: one 0.0000; two 0.0615


## one
# C2H10O3

A cluster of 4 separate species, C2H10O3 in total (the ωB97M-V functional and the def2-TZVPD basis, OMol25).

Computed properties:
Net charge ... 0
E_LUMO ... 0.3075 eV

Positions of all 15 atoms, in Å:
C: -2.9808 -0.5146 0.3510
C: -2.2313 0.2835 1.1440
H: -2.6010 -1.4665 -0.1573
H: -4.0846 -0.3948 0.1013
H: -1.3226 0.0841 1.6915
H: -2.4644 1.3164 1.1108
O: 1.9089 -0.1753 -0.4840
H: 1.9080 0.6472 -0.0817
H: 2.3803 -0.0486 -1.2678
O: 0.8665 -2.6370 -1.2940
H: 1.1915 -1.8344 -0.7058
H: -0.1191 -2.4976 -1.4589
O: 1.4404 2.7644 0.4860
H: 1.9111 2.5969 1.3327
H: 0.7465 3.3667 0.8013


## two
# C2H10O3

A cluster of 3 separate species, C2H10O3 in total (the ωB97M-V functional and the def2-TZVPD basis, OMol25).

Computed properties:
Net charge ... 0
E_LUMO ... 0.5207 eV

Positions of all 15 atoms, in Å:
C: 0.5344 -1.4011 0.9151
C: -0.0844 -1.0687 -0.4195
O: -1.1991 -1.9025 -0.7354
H: 0.9784 -2.4010 0.8550
H: 1.3723 -0.7198 1.1023
H: -0.1315 -1.3840 1.7658
H: 0.6701 -1.1913 -1.1907
H: -0.3733 -0.0216 -0.5049
H: -2.0132 -1.4178 -0.5774
O: -2.8257 0.9286 -0.8311
H: -2.1105 0.7904 -1.4605
H: -3.4104 1.5540 -1.2675
O: 3.5433 2.6913 0.9664
H: 2.6044 2.8184 0.8038
H: 3.6227 2.7269 1.9283


## three
# C2H10O3

A cluster of 3 separate species, C2H10O3 in total (the ωB97M-V functional and the def2-TZVPD basis, OMol25).

Computed properties:
Net charge ... 0
E_LUMO ... 0.5303 eV

Positions of all 15 atoms, in Å:
C: 2.4213 -0.7966 -1.5199
O: 1.9409 0.5331 -1.2276
H: 2.2013 -1.1812 -2.5158
H: 3.5082 -0.7606 -1.4466
H: 1.9492 -1.4907 -0.8246
H: 2.6050 1.1458 -1.5518
C: -2.6992 -0.2465 1.8106
O: -2.0003 -0.5986 0.6718
H: -2.7695 0.8410 1.7894
H: -3.6495 -0.7801 1.7933
H: -2.1246 -0.4539 2.7133
H: -1.1645 -0.1270 0.6978
O: -0.2137 1.2902 0.2340
H: 0.6683 1.0658 -0.0624
H: -0.6730 1.5593 -0.5615


## four
# C2H10O3

A cluster of 4 separate species, C2H10O3 in total (the ωB97M-V functional and the def2-TZVPD basis, OMol25).

Computed properties:
Net charge ... 0
E_LUMO ... 0.3198 eV

Positions of all 15 atoms, in Å:
C: -2.3471 0.1866 -1.3249
C: -1.0870 0.5702 -1.2432
H: -2.7914 -0.5573 -0.6537
H: -3.1220 0.6705 -1.9015
H: -0.3063 0.1657 -0.6198
H: -0.7189 1.2650 -1.9900
O: 0.9684 1.8198 1.1837
H: 1.4579 2.6524 1.0907
H: 0.2910 1.9040 1.8825
O: 2.1193 -0.1025 -0.4834
H: 2.7681 0.5721 -0.7462
H: 1.6434 0.2171 0.2937
O: -0.2950 -2.6251 1.3204
H: -1.2002 -2.3299 1.4093
H: 0.1548 -2.1745 0.6113


Computed relative energies in units of hartree: one 0.0535; two 0.0000; three 0.0200; four 0.0263


## one
# C2H10O3

A cluster of 4 separate species, C2H10O3 in total (the ωB97M-V functional and the def2-TZVPD basis, OMol25).

Computed properties:
Net charge ... 0
E_LUMO ... 0.6780 eV

Positions of all 15 atoms, in Å:
C: -5.1267 -0.7678 -3.3168
C: -4.5094 0.4298 -3.2143
H: -6.2138 -0.9983 -3.2102
H: -4.6721 -1.7317 -3.6545
H: -5.0631 1.3406 -3.1603
H: -3.5321 0.6996 -3.0339
O: 1.9034 -1.3947 2.5241
H: 2.2994 -1.0989 3.3361
H: 0.9599 -1.4981 2.8556
O: 5.0577 -3.0091 1.7548
H: 4.9791 -2.9706 0.8608
H: 4.1422 -3.1364 2.0219
O: 2.8742 4.6687 2.1047
H: 3.3377 5.4274 1.6676
H: 3.5636 4.0395 2.4645


## two
# C2H10O3

A cluster of 4 separate species, C2H10O3 in total (the ωB97M-V functional and the def2-TZVPD basis, OMol25).

Computed properties:
Net charge ... 0
E_LUMO ... 0.4480 eV

Positions of all 15 atoms, in Å:
C: -1.9784 -0.3715 -0.3520
C: -3.1655 -0.0968 -0.8611
H: -1.8245 -0.9589 0.5317
H: -1.0817 -0.0260 -0.8530
H: -4.0590 -0.4696 -0.3813
H: -3.3224 0.4757 -1.7611
O: 1.9589 -0.6268 -0.7174
H: 2.6812 -0.8783 -1.2921
H: 1.4907 0.1595 -0.9979
O: 1.3603 -1.3884 2.0414
H: 0.7648 -0.8584 2.5746
H: 1.5122 -0.8765 1.2359
O: 0.8657 2.1279 -0.2459
H: -0.0416 1.9079 -0.5211
H: 0.7486 3.0106 0.1322


Computed relative energies in units of hartree: one 0.0364; two 0.0000


## one
# C2H4BrFO

A structure of composition C2H4BrFO (the ωB97M-V functional and the def2-TZVPD basis, OMol25).

Computed properties:
Net charge ... 0
E_LUMO ... 0.6601 eV

Positions of all 9 atoms, in Å:
C: -0.8307 0.8941 0.3240
C: 0.6305 -0.4017 -0.0638
O: 0.2091 -0.9743 -1.2413
F: 0.6564 -1.2817 0.9499
Br: 2.2802 0.5889 0.0230
H: -0.5897 1.6699 1.0846
H: -1.1665 1.2627 -0.6895
H: -1.5384 0.1795 0.7888
H: 0.3491 -1.9374 -1.1757


## two
# C2H4BrFO

A cluster of 2 separate species, C2H4BrFO in total (the ωB97M-V functional and the def2-TZVPD basis, OMol25).

Computed properties:
Net charge ... 0
E_LUMO (alpha / beta) ... -0.4092 / -0.4091 eV

Positions of all 9 atoms, in Å:
C: -0.5339 -0.5928 0.2869
C: 0.6175 -0.2120 -0.4798
O: 0.6392 1.7421 0.1481
F: -0.6682 2.2213 -0.0102
Br: 2.2906 -0.7837 0.0257
H: -0.4907 -0.3447 1.2840
H: -1.5255 -0.2637 0.0022
H: -0.7650 -1.7552 0.3360
H: 0.4358 -0.0114 -1.5929


Computed relative energies in units of hartree: one 0.0000; two 0.1573


## one
# C2H4BrFO

A structure of composition C2H4BrFO (the ωB97M-V functional and the def2-TZVPD basis, OMol25).

Computed properties:
Net charge ... 0
E_LUMO ... 0.6561 eV

Positions of all 9 atoms, in Å:
C: -0.1037 -0.2034 0.3792
C: 1.0799 0.3219 -0.3382
O: 1.3015 2.0107 0.3374
F: 0.4374 2.8740 -0.3835
Br: 2.7708 -0.3560 0.1154
H: 0.2705 -0.6124 1.4332
H: -0.7650 0.6526 0.4522
H: -0.4224 -1.0727 -0.0189
H: 0.8050 0.4534 -1.3964


## two
# C2H4BrFO

A structure of composition C2H4BrFO (the ωB97M-V functional and the def2-TZVPD basis, OMol25).

Computed properties:
Net charge ... 0
E_LUMO (alpha / beta) ... -0.3974 / -0.3984 eV

Positions of all 9 atoms, in Å:
C: -0.6875 0.7806 0.3501
C: 0.1226 -0.3418 -0.1303
O: 0.0074 -0.9185 -1.3119
F: 0.3638 -1.2172 0.8303
Br: 2.5343 0.4980 -0.0279
H: -0.1440 1.3992 1.1546
H: -1.0497 1.2920 -0.5669
H: -1.5125 0.4204 0.8647
H: 0.3656 -1.9126 -1.1629


## three
# C2H4BrFO

A cluster of 2 separate species, C2H4BrFO in total (the ωB97M-V functional and the def2-TZVPD basis, OMol25).

Computed properties:
Net charge ... 0
E_LUMO (alpha / beta) ... 0.5951 / -0.2417 eV

Positions of all 9 atoms, in Å:
C: 0.7666 0.6275 -0.8058
C: -1.2982 -0.8179 0.3957
O: 1.2978 1.3158 0.2490
F: -1.4607 -2.0600 -0.1271
Br: -2.8295 0.3985 -0.0361
H: 0.2809 1.0742 -1.6620
H: 1.3668 -0.2645 -1.0933
H: -1.0626 -0.9145 1.5261
H: 0.8031 2.0829 0.2988


## four
# C2H4BrFO

A structure of composition C2H4BrFO (the ωB97M-V functional and the def2-TZVPD basis, OMol25).

Computed properties:
Net charge ... 0
E_LUMO ... 0.8318 eV

Positions of all 9 atoms, in Å:
C: 0.4853 0.4805 0.7140
C: -0.0175 -0.2025 -1.0401
O: -0.3454 -0.3246 1.5513
F: -1.3505 0.0227 -1.0536
Br: 0.3986 -2.0422 -1.3544
H: 0.2327 1.6101 0.7147
H: 1.4836 0.2682 1.0900
H: 0.3937 0.5255 -1.8370
H: -1.2805 -0.3378 1.2150


Computed relative energies in units of hartree: one 0.1494; two 0.0000; three 0.1170; four 0.0312